(1)
A molecular structure, C31H79N5O10 at a distorted geometry, computed with wB97M-V/def2-TZVPD.

Element x y z (Å)
C (19.2407, 11.8057, -26.2789)
C (19.0854, 11.1388, -24.9171)
C (20.0750, 10.0454, -24.6261)
O (19.2279, 12.1798, -23.9958)
H (18.4856, 12.5890, -26.3455)
H (19.0150, 11.0891, -27.0686)
H (20.2539, 12.1819, -26.4201)
H (18.0590, 10.7866, -24.8141)
H (19.9332, 9.1697, -25.2594)
H (20.0958, 9.7119, -23.5886)
H (21.1098, 10.3864, -24.6596)
H (18.5070, 12.0234, -23.3814)
C (23.2373, 4.1680, -24.9765)
O (22.6638, 5.1165, -24.0267)
C (23.5113, 6.2640, -23.8199)
C (22.8216, 7.3676, -23.0507)
N (23.7527, 8.4279, -22.7648)
C (23.2571, 9.4620, -21.9408)
C (22.0187, 10.1885, -22.4656)
O (21.8230, 11.3613, -21.7590)
C (20.8568, 12.2546, -22.3684)
H (23.5625, 4.6782, -25.8832)
H (22.3904, 3.5089, -25.1675)
H (24.0900, 3.6243, -24.5699)
H (23.8628, 6.6791, -24.7644)
H (24.4263, 5.9998, -23.2897)
H (22.5029, 6.9182, -22.1102)
H (22.0727, 7.6674, -23.7838)
H (24.6812, 8.1007, -22.5389)
H (24.0348, 10.1847, -21.6937)
H (22.9885, 9.0836, -20.9546)
H (21.1034, 9.6037, -22.3746)
H (22.1830, 10.3091, -23.5364)
H (19.8560, 11.8229, -22.3686)
H (21.0464, 12.4894, -23.4158)
H (20.9441, 13.2073, -21.8460)
C (18.2549, 17.7570, -31.0196)
O (18.5306, 16.6175, -30.2187)
C (18.3102, 16.7842, -28.8240)
C (18.8239, 15.4950, -28.1043)
N (18.6775, 15.7811, -26.6826)
C (18.8516, 14.5627, -25.7869)
C (18.9773, 15.0173, -24.3096)
O (20.2082, 15.7210, -24.2265)
C (20.5813, 15.8698, -22.9020)
H (18.9686, 18.5622, -30.8450)
H (17.2949, 18.2365, -30.8283)
H (18.2842, 17.3877, -32.0447)
H (17.2730, 16.9757, -28.5491)
H (18.8631, 17.6917, -28.5814)
H (19.8803, 15.2979, -28.2866)
H (18.1944, 14.6593, -28.4099)
H (19.4152, 16.4164, -26.4137)
H (19.7105, 13.9992, -26.1514)
H (18.0373, 13.8684, -25.9942)
H (18.8915, 14.1641, -23.6368)
H (18.1265, 15.6645, -24.0966)
H (19.9357, 16.5845, -22.3918)
H (21.6120, 16.2242, -22.8898)
H (20.5466, 14.9218, -22.3652)
C (20.7434, 6.8641, -24.6790)
O (20.1053, 6.2483, -25.7411)
C (20.6852, 4.9667, -26.0572)
C (20.0167, 4.2705, -27.2506)
N (20.0866, 4.9858, -28.5192)
C (19.2743, 4.3827, -29.5340)
C (19.2808, 5.2510, -30.8491)
O (18.5882, 6.4110, -30.5473)
C (19.0352, 7.5623, -31.1863)
H (20.1171, 7.6632, -24.2825)
H (21.7702, 7.0713, -24.9803)
H (20.7502, 6.1882, -23.8238)
H (20.7054, 4.2706, -25.2187)
H (21.7436, 5.0488, -26.3043)
H (18.9894, 4.0778, -26.9415)
H (20.6033, 3.3904, -27.5143)
H (19.6801, 5.9019, -28.3946)
H (18.2476, 4.1532, -29.2491)
H (19.7178, 3.4390, -29.8517)
H (18.8893, 4.7424, -31.7301)
H (20.3402, 5.3415, -31.0892)
H (20.1002, 7.7741, -31.0912)
H (18.5245, 8.4307, -30.7700)
H (18.8549, 7.4513, -32.2556)
C (15.3646, 13.5494, -26.7120)
O (15.8099, 12.4022, -25.9057)
C (16.4609, 12.6806, -24.6570)
C (16.5315, 11.4876, -23.6813)
N (17.5318, 11.4921, -22.6182)
C (17.8452, 12.8157, -21.9489)
C (19.2870, 12.7832, -21.3432)
O (19.2702, 13.8648, -20.3818)
C (20.3547, 13.9260, -19.5114)
H (16.1646, 14.2891, -26.6830)
H (14.4722, 14.0848, -26.3877)
H (15.1808, 13.2550, -27.7453)
H (15.9612, 13.5351, -24.2007)
H (17.4590, 12.9480, -25.0038)
H (16.8566, 10.5845, -24.1978)
H (15.5226, 11.3569, -23.2899)
H (17.2308, 10.8661, -21.8850)
H (17.0452, 13.0496, -21.2464)
H (17.7996, 13.5920, -22.7127)
H (19.9905, 13.0089, -22.1445)
H (19.5298, 11.8221, -20.8898)
H (20.2214, 14.6676, -18.7238)
H (21.2578, 14.2549, -20.0256)
H (20.5736, 12.9752, -19.0253)
C (19.4176, 8.4450, -27.8491)
C (18.2177, 7.5468, -27.4970)
C (17.4844, 8.0031, -26.2161)
O (18.3474, 7.7531, -25.1672)
C (17.9019, 8.0411, -23.8385)
N (17.3996, 7.5644, -28.6971)
H (19.9557, 8.1000, -28.7321)
H (20.1447, 8.4362, -27.0370)
H (19.1317, 9.4961, -27.8871)
H (18.5048, 6.4961, -27.4546)
H (16.5222, 7.5549, -25.9686)
H (17.2868, 9.0717, -26.2997)
H (18.5857, 7.4610, -23.2187)
H (16.8947, 7.7250, -23.5673)
H (18.0974, 9.0906, -23.6184)
H (17.7800, 7.1491, -29.5354)
H (17.1443, 8.5231, -28.8864)

Properties
Total charge ... 0
Highest occupied orbital energy ... -7.2218 eV
Electronic energy ... -61330.150 eV
Frontier orbital gap ... 7.8 eV
LUMO ... 0.56 eV
2S+1 ... 1

Mulliken population analysis, charges in e, atoms 1 to 2:
1 C 0.091
2 C 2.594

---

(2)
2 unconnected molecules or ions with the total composition C8H8ClNO2 at a distorted geometry, computed with wB97M-V/def2-TZVPD.

Element x y z (Å)
C (-2.3732, -0.4608, -1.2253)
C (-2.2241, -0.5776, 0.1938)
C (-1.4326, 0.1787, -2.0249)
C (-0.9650, -0.2431, 0.7454)
C (-0.2467, 0.6694, -1.3854)
C (-0.1003, 0.4604, -0.0158)
C (1.4797, 0.6517, 1.8905)
C (1.0671, 1.1170, 0.5472)
N (1.8049, -1.2941, -0.2770)
O (2.3499, -1.9361, 0.6347)
O (1.6986, -1.4808, -1.4570)
Cl (2.0567, 2.1547, -0.2958)
H (-3.3004, -0.7275, -1.6112)
H (-2.8226, -1.1445, 0.8726)
H (-1.6431, 0.1748, -3.1151)
H (-0.7942, -0.2751, 1.8317)
H (0.4595, 0.9940, -2.1815)
H (0.8589, 0.5520, 2.7972)
H (2.0044, -0.2463, 1.7658)
H (2.1223, 1.4333, 2.3101)

Properties
Total charge ... 0
Highest occupied orbital energy (alpha / beta) ... -9.3349 / -7.3405 eV
Electronic energy ... -26527.283 eV
Frontier orbital gap (alpha / beta) ... 8.6 / 5.7 eV
LUMO (alpha / beta) ... -0.77 / -1.64 eV
2S+1 ... 1

Mulliken population analysis, charges in e, atoms 1 to 2:
1 C -0.492
2 C -0.699

---

(3)
A molecular structure, C40H60Cl4GeIrN6O2P, computed with wB97M-V/def2-TZVPD.

Element x y z (Å)
Ir (0.0985, 0.0138, 0.2182)
Cl (-2.1422, -5.6997, -3.1877)
C (-2.1966, -4.3535, -2.1478)
C (-3.1004, -4.3618, -1.0357)
Cl (-4.0676, -5.7175, -0.7695)
C (-3.1877, -3.2643, -0.1679)
Cl (-4.2144, -3.3111, 1.2072)
C (-2.4185, -2.1366, -0.3944)
O (-2.4352, -1.0626, 0.3746)
C (-1.4228, -2.1520, -1.4553)
O (-0.6213, -1.1896, -1.5680)
C (-1.3767, -3.2771, -2.3509)
Cl (-0.2406, -3.2187, -3.6217)
N (-1.0115, -1.6940, 3.0296)
C (-0.5424, -0.4853, 3.3549)
N (-0.3585, -0.2083, 4.6354)
C (0.0652, 1.0245, 4.9127)
N (0.3193, 1.3374, 6.1761)
N (0.2368, 2.0068, 3.9880)
C (0.0642, 1.6290, 2.7537)
N (-0.2642, 0.3884, 2.3425)
C (0.2404, 2.6547, 1.6917)
C (0.5231, 3.9711, 2.0094)
C (0.6319, 4.8941, 0.9815)
C (0.4524, 4.4696, -0.3252)
C (0.1911, 3.1318, -0.5626)
N (0.0898, 2.2398, 0.4260)
H (-1.2912, -2.2867, 3.7950)
H (-1.4870, -1.7966, 2.1452)
H (0.1756, 0.6519, 6.8984)
H (0.5991, 2.2736, 6.4141)
H (0.6423, 4.2456, 3.0465)
H (0.8490, 5.9306, 1.1988)
H (0.5191, 5.1567, -1.1560)
H (0.0641, 2.7558, -1.5684)
C (5.3928, 1.7884, 1.7956)
C (4.7041, 0.6772, 2.6030)
C (3.4430, 0.1551, 1.8994)
C (3.6343, 0.1794, 0.3788)
C (3.7665, 1.6376, -0.1149)
C (4.3686, 2.5500, 0.9639)
P (2.2821, -0.6858, -0.4911)
C (2.3855, -2.5036, -0.2085)
C (3.8136, -3.1108, -0.1752)
C (4.1802, -3.6233, 1.2150)
C (3.2116, -4.7129, 1.6928)
C (1.7704, -4.4568, 1.2179)
C (1.5404, -2.9670, 0.9886)
C (2.4785, -0.5210, -2.3053)
C (1.9031, 0.7609, -2.9127)
C (1.7058, 0.5548, -4.4215)
C (2.8323, -0.2964, -5.0366)
C (4.1114, -0.1801, -4.2170)
C (3.9130, -0.7787, -2.8163)
H (6.1460, 1.3618, 1.1277)
H (5.9269, 2.4621, 2.4650)
H (4.4287, 1.0488, 3.5916)
H (5.3969, -0.1502, 2.7660)
H (2.5815, 0.7831, 2.1503)
H (3.2084, -0.8482, 2.2561)
H (4.5504, -0.3708, 0.1437)
H (2.7902, 2.0263, -0.4203)
H (4.3979, 1.6578, -1.0057)
H (3.5792, 2.9274, 1.6215)
H (4.8191, 3.4218, 0.4890)
H (1.8760, -2.8895, -1.1008)
H (4.5617, -2.3957, -0.5172)
H (3.8564, -3.9400, -0.8847)
H (4.1888, -2.7881, 1.9208)
H (5.1986, -4.0121, 1.2014)
H (3.2394, -4.7660, 2.7824)
H (3.5454, -5.6856, 1.3297)
H (1.0558, -4.8509, 1.9410)
H (1.5839, -4.9835, 0.2769)
H (1.7910, -2.4126, 1.8971)
H (0.4813, -2.7601, 0.7893)
H (1.8307, -1.3308, -2.6620)
H (2.5778, 1.5984, -2.7255)
H (0.9431, 1.0068, -2.4486)
H (1.6563, 1.5276, -4.9138)
H (0.7433, 0.0673, -4.5914)
H (3.0092, 0.0067, -6.0678)
H (2.5315, -1.3477, -5.0763)
H (4.3974, 0.8722, -4.1379)
H (4.9397, -0.6858, -4.7128)
H (4.6580, -0.3614, -2.1358)
H (4.0903, -1.8557, -2.8503)
C (-3.6485, 3.8164, -0.0561)
C (-3.4753, 3.7054, -1.5667)
C (-3.7703, 2.3182, -2.1301)
C (-2.9343, 1.1987, -1.4921)
Ge (-3.5991, 0.4709, 0.1881)
C (-5.4266, -0.1633, 0.1334)
C (-6.4497, 0.9518, 0.4094)
C (-7.8583, 0.4033, 0.6415)
C (-8.4157, -0.3634, -0.5501)
H (-3.6866, 4.8564, 0.2653)
H (-2.8256, 3.3442, 0.4870)
H (-4.5849, 3.3548, 0.2707)
H (-2.4516, 3.9856, -1.8357)
H (-4.1253, 4.4270, -2.0635)
H (-3.5681, 2.3268, -3.2032)
H (-4.8371, 2.0982, -2.0314)
H (-1.8992, 1.5251, -1.3534)
H (-2.9021, 0.3333, -2.1614)
H (-3.1302, 1.1145, 1.4938)
H (-5.5364, -0.9528, 0.8786)
H (-5.5900, -0.6120, -0.8493)
H (-6.4750, 1.6504, -0.4313)
H (-6.1469, 1.5297, 1.2876)
H (-8.5180, 1.2414, 0.8755)
H (-7.8484, -0.2376, 1.5277)
H (-8.4143, 0.2553, -1.4496)
H (-9.4431, -0.6730, -0.3660)
H (-7.8405, -1.2660, -0.7613)

Properties
Total charge ... +2
<S²> ... 6.0357
Highest occupied orbital energy (alpha / beta) ... -12.9026 / -14.0113 eV
Electronic energy ... -174211.819 eV
Frontier orbital gap (alpha / beta) ... 7.3 / 6.3 eV
LUMO (alpha / beta) ... -5.57 / -7.67 eV
2S+1 ... 5

Mulliken population analysis, charges in e, atoms 1 to 2:
1 Ir 2.703
2 Cl -0.127

---

(4)
A molecular structure, C32H24ClF3N5O16P2S2W at a distorted geometry, computed with wB97M-V/def2-TZVPD.

Element x y z (Å)
W (-0.2578, 0.1676, 0.0725)
O (0.9629, 0.6497, -7.9876)
N (0.1040, 0.9951, -7.2099)
O (-0.9047, 1.5983, -7.5096)
C (0.3450, 0.7173, -5.7714)
C (1.6211, 0.5001, -5.4282)
C (1.9824, 0.2171, -4.0748)
C (3.3228, -0.0114, -3.7360)
C (3.6138, -0.3578, -2.4520)
C (2.5768, -0.4098, -1.5241)
N (1.3107, -0.1230, -1.7809)
C (0.9973, 0.1488, -3.0863)
C (-0.3718, 0.3489, -3.4816)
N (-1.2783, 0.2069, -2.5107)
C (-2.5473, 0.4017, -2.7784)
C (-2.9959, 0.7533, -4.0539)
C (-2.0912, 0.8804, -5.0711)
C (-0.7233, 0.6644, -4.8068)
H (2.3894, 0.5256, -6.1881)
H (4.0919, 0.0681, -4.4939)
H (4.6181, -0.5791, -2.1213)
H (2.8262, -0.7155, -0.5303)
H (-3.2466, 0.2735, -1.9631)
H (-4.0500, 0.9236, -4.2217)
H (-2.4138, 1.1493, -6.0619)
C (1.3977, 3.7511, 6.5038)
C (1.6756, 3.0064, 5.2303)
C (2.3045, 1.7594, 5.2513)
C (2.5082, 1.0391, 4.0915)
C (2.0536, 1.5741, 2.8867)
C (1.4545, 2.8302, 2.8323)
C (1.2840, 3.5368, 4.0066)
S (2.3066, 0.7433, 1.3738)
O (3.7043, 0.5040, 1.2169)
O (1.5880, 1.5094, 0.3105)
N (1.4225, -0.6120, 1.1184)
C (1.8946, -1.9351, 1.3944)
C (2.8493, -2.1895, 2.3729)
C (3.2577, -3.4955, 2.5620)
C (2.7082, -4.5029, 1.7854)
C (1.7802, -4.1384, 0.8278)
N (1.3876, -2.8803, 0.6280)
H (2.0267, 3.4009, 7.3204)
H (0.3547, 3.6028, 6.7920)
H (1.5520, 4.8219, 6.3760)
H (2.6482, 1.3521, 6.1942)
H (3.0253, 0.0954, 4.1368)
H (1.1129, 3.2374, 1.8930)
H (0.8104, 4.5099, 3.9694)
H (3.2908, -1.3977, 2.9493)
H (4.0032, -3.7201, 3.3137)
H (2.9987, -5.5363, 1.9089)
H (1.3324, -4.8820, 0.1780)
O (-4.5714, 0.7880, 0.8091)
P (-3.0543, 1.0646, 1.0866)
O (-2.6881, 2.4750, 1.1752)
O (-2.3049, 0.1845, 0.0019)
O (-2.6943, 0.3110, 2.4763)
P (-1.2687, 0.7149, 3.1251)
O (-0.6321, -0.6366, 3.6293)
O (-1.3517, 1.7555, 4.1309)
O (-0.4349, 0.9951, 1.7636)
H (-5.1303, 1.5213, 1.0968)
H (-0.8104, -0.7612, 4.5712)
Cl (-5.6018, -6.1151, -0.5620)
C (-4.3322, -4.9667, -0.3707)
C (-3.4895, -4.7070, -1.4457)
C (-2.4794, -3.7787, -1.2947)
C (-2.3182, -3.1290, -0.0717)
C (-3.1673, -3.3973, 1.0009)
C (-4.1823, -4.3206, 0.8514)
C (-1.3018, -2.1160, 0.0718)
O (-1.0388, -1.5212, 1.1622)
O (-0.6010, -1.6481, -0.8964)
H (-3.6342, -5.2294, -2.3808)
H (-1.8124, -3.5522, -2.1167)
H (-3.0313, -2.8709, 1.9367)
H (-4.8596, -4.5438, 1.6635)
F (0.4531, 5.1150, -2.1855)
C (0.2907, 3.8057, -2.1582)
F (1.4721, 3.2085, -2.0254)
F (-0.2559, 3.3892, -3.2992)
S (-0.8343, 3.4182, -0.7562)
O (-2.1272, 3.7070, -1.2544)
O (-0.2517, 4.0135, 0.3926)
O (-0.5699, 1.8494, -0.7803)

Properties
Total charge ... +1
Highest occupied orbital energy ... -11.8237 eV
Electronic energy ... -136533.154 eV
Frontier orbital gap ... 6.8 eV
LUMO ... -5.01 eV
2S+1 ... 1

Mulliken population analysis, charges in e, atoms 1 to 2:
1 W 0.731
2 O -0.596